1.
Formula: C26H58N7O7
Source: OMol25
Level of theory: ωB97M-V/def2-TZVPD

Geometry (Å):
C: 2.23009 -0.22091 -4.67208
C: 1.05156 0.72031 -4.89825
O: 1.36582 2.00741 -4.39125
C: 0.37787 2.97830 -4.56454
C: -0.83461 2.79104 -3.65536
N: -1.92118 1.93927 -4.16216
C: -2.17207 1.59068 -5.36399
C: -3.30747 0.63503 -5.45442
C: -3.44869 0.18906 -3.98919
C: -2.94661 1.40286 -3.23377
H: 1.96380 -1.00448 -3.96501
H: 3.04850 0.34443 -4.23147
H: 2.55807 -0.69031 -5.59548
H: 0.80590 0.78054 -5.96830
H: 0.16073 0.31649 -4.39840
H: 0.83288 3.92612 -4.27904
H: 0.08987 3.08927 -5.61864
H: -0.48390 2.31991 -2.73635
H: -1.27360 3.75067 -3.37954
H: -1.56874 1.95069 -6.18507
H: -2.98489 -0.19996 -6.08245
H: -4.19728 1.03114 -5.94648
H: -2.74049 -0.62788 -3.83280
H: -4.41658 -0.15952 -3.64665
H: -3.73488 2.16465 -3.21691
H: -2.64302 1.28461 -2.19924
C: -4.64190 -2.83610 -0.38482
C: -3.93630 -1.50979 -0.43555
O: -4.43641 -0.51810 -0.96208
N: -2.70436 -1.44728 0.13052
C: -1.97483 -2.51123 0.80187
H: -5.60574 -2.74150 -0.87594
H: -4.05326 -3.59606 -0.90122
H: -4.79068 -3.14493 0.65092
H: -2.27450 -0.53788 0.07725
H: -1.76438 -2.23922 1.83592
H: -1.02830 -2.70493 0.29421
H: -2.56449 -3.42023 0.81307
C: 5.92073 0.33626 -7.53465
C: 5.14948 -0.93710 -7.78475
O: 4.77156 -1.66216 -6.87648
N: 4.88489 -1.26861 -9.07893
C: 5.25579 -0.54945 -10.28029
H: 6.06335 0.45821 -6.46835
H: 6.90214 0.29830 -8.00603
H: 5.37476 1.19562 -7.92998
H: 4.37750 -2.13346 -9.17912
H: 4.37045 -0.26491 -10.85221
H: 5.89171 -1.16407 -10.91950
H: 5.80140 0.35192 -10.02246
C: 8.23916 1.63906 -3.20498
C: 8.78195 1.51890 -4.61073
O: 8.11958 1.03539 -5.51585
N: 10.04279 1.96656 -4.83511
C: 10.96820 2.56007 -3.89055
H: 7.23146 1.23574 -3.19951
H: 8.85094 1.07489 -2.50054
H: 8.21002 2.68106 -2.88444
H: 10.34612 1.85476 -5.78981
H: 11.24338 3.56871 -4.20214
H: 11.87833 1.96339 -3.81605
H: 10.51611 2.61758 -2.90611
C: -3.91491 -1.51734 3.95468
C: -4.49193 -2.91262 3.89004
O: -4.56739 -3.53603 2.83325
N: -4.92791 -3.46640 5.03940
C: -4.92797 -2.91477 6.38712
H: -3.62282 -1.22508 2.94894
H: -4.65641 -0.81095 4.32822
H: -3.05035 -1.48219 4.61613
H: -5.29306 -4.39789 4.91386
H: -4.32850 -3.54153 7.04659
H: -5.95200 -2.88044 6.76490
H: -4.51032 -1.91394 6.40871
C: -3.40395 2.04929 6.03990
C: -3.78040 0.87182 6.90910
O: -3.23402 -0.21878 6.79693
N: -4.75465 1.05325 7.83078
C: -5.51838 2.25389 8.11049
H: -2.61595 1.73017 5.36457
H: -4.25822 2.39166 5.45478
H: -3.04090 2.88172 6.64353
H: -4.94561 0.22835 8.38046
H: -5.36583 2.57368 9.14187
H: -6.58358 2.07507 7.96013
H: -5.20963 3.05930 7.45234
C: -0.84423 -2.38110 11.03722
C: -1.46752 -1.84583 9.76658
O: -2.34842 -2.44926 9.17944
N: -1.00416 -0.65454 9.29699
C: 0.02866 0.18477 9.86617
H: -1.32099 -3.32761 11.27094
H: 0.22656 -2.54429 10.91042
H: -0.99452 -1.69204 11.86915
H: -1.45879 -0.34708 8.44813
H: -0.36691 1.17108 10.11779
H: 0.85104 0.31960 9.16079
H: 0.42618 -0.26278 10.77091

Properties
total energy: -1935.28777 hartree
charge: +1
LUMO energy: -0.1260 hartree
E_HOMO: -10.54 eV
largest force on an atom: 1.23 eV Å⁻¹



2.
Formula: C29H46P2SeYb
Source: OMol25
Level of theory: ωB97M-V/def2-TZVPD

Geometry (Å):
Yb: -0.88317 -0.46022 1.01451
C: 1.32460 -0.58106 1.62143
C: 0.77398 0.65323 2.04680
C: -0.36083 -1.03503 3.10500
C: 0.62693 -1.62626 2.28100
C: -0.27316 0.37423 2.96400
C: 2.48154 -0.75346 0.70758
H: 2.43868 -0.05982 -0.14376
H: 2.52782 -1.76265 0.27707
H: 3.42203 -0.55725 1.24936
C: 0.93178 -3.07417 2.12243
H: 2.01959 -3.21525 2.11302
H: 0.54749 -3.50971 1.18781
H: 0.52518 -3.66880 2.94886
C: -1.47991 -1.76286 3.75140
H: -1.14822 -2.76686 4.02642
H: -2.36947 -1.85153 3.09809
H: -1.79051 -1.24019 4.66212
C: -1.38597 1.29676 3.28989
H: -1.67036 1.15834 4.33864
H: -2.28319 1.12191 2.65511
H: -1.08106 2.33523 3.14307
C: 1.06707 1.97793 1.45219
H: 0.86341 2.76571 2.19004
H: 0.47475 2.19617 0.54213
H: 2.11896 2.02865 1.15012
C: 0.75984 0.64519 -3.59572
C: 1.80243 1.14081 -2.90777
C: 1.83170 2.40814 -2.11422
C: 0.83482 3.55219 -2.47242
C: -0.50565 3.59236 -1.90106
C: -1.76631 3.07536 -2.40967
C: -1.58826 1.58099 -2.90680
C: -0.47598 1.39851 -3.96756
H: 2.83798 2.83238 -2.27160
H: 0.85982 3.72901 -3.57441
H: 1.77128 2.21787 -1.03087
H: -0.13608 2.43076 -4.33470
H: 0.80024 -0.37462 -3.99769
H: 2.71750 0.54094 -2.82753
H: -0.92355 0.88012 -4.83558
H: -1.36632 0.97088 -2.03116
H: -2.47924 3.05471 -1.56883
H: -2.54045 1.24527 -3.33642
H: 1.33507 4.47121 -2.09111
H: -0.59463 4.21763 -1.00584
P: -0.67218 3.79316 -5.30574
C: -0.40276 3.17385 -6.97019
C: 0.09606 5.43496 -5.25536
P: -2.98000 4.23081 -3.37751
C: -2.46481 3.96069 -5.11227
C: -2.60623 5.98142 -3.07559
C: -4.77833 4.37817 -3.62529
H: -1.11104 2.37260 -7.20801
H: 0.62619 2.81300 -7.06163
H: -0.55419 4.02508 -7.64015
H: -0.16592 5.93778 -6.19232
H: 1.18393 5.30025 -5.22437
H: -0.22775 6.03988 -4.40055
H: -4.91095 5.12651 -4.42338
H: -5.26289 4.75934 -2.71843
H: -5.23240 3.43546 -3.95194
H: -2.99999 3.08718 -5.51730
H: -2.77993 4.85119 -5.66834
H: -3.35118 6.34279 -2.35496
H: -2.76835 6.51186 -4.02284
H: -1.59455 6.17476 -2.70378
Se: -2.68251 -2.23400 -0.70738
C: -2.30562 -4.02778 -0.57968
C: -2.09328 -4.67367 0.66763
C: -2.04131 -6.06123 0.73982
C: -2.12852 -6.85466 -0.41329
C: -2.28935 -6.22020 -1.65706
C: -2.32389 -4.83574 -1.75489
H: -2.03699 -4.06656 1.57489
H: -1.93826 -6.54333 1.70942
H: -2.08225 -7.94478 -0.34979
H: -2.38453 -6.82003 -2.56305
H: -2.42774 -4.34736 -2.72701

Properties
total energy: -5374.98404 hartree
charge: +1
multiplicity: 2
LUMO energy (alpha / beta): -0.1165 / -0.1563 hartree
E_HOMO (alpha / beta): -8.43 / -8.43 eV
largest force on an atom: 8.34 eV Å⁻¹